ORCA calculation (wB97M-V/def2-TZVPD) on a cluster of 2 separate species, C8H6N2O in total.

Geometry as XYZ:
```
17
Properties=species:S:1:pos:R:3:forces:R:3
O 1.572 -2.391 -0.223 -0.0016 2.1845 0.0795
N 1.368 1.801 -0.314 -2.7600 1.9875 -0.3102
N -0.935 1.675 0.002 0.1686 0.4835 0.1135
C 3.817 0.286 0.222 -8.4249 -6.5797 0.0007
C -1.982 -0.427 0.040 1.1261 -0.9876 0.6317
C -0.807 -1.074 0.220 0.1478 -2.6156 -0.9323
C 1.661 -1.055 -0.146 -0.2566 0.4162 1.1395
C 0.282 1.075 -0.032 0.8192 -1.7948 -0.3420
C 0.419 -0.387 0.124 0.5461 0.5706 -0.2821
C -2.022 0.920 0.040 0.6378 2.0331 0.0658
C 4.741 1.003 0.146 6.4484 5.0493 -0.5524
H 2.427 -2.668 -0.533 0.8867 -0.6805 -0.1089
H 1.059 2.748 -0.620 1.1312 -0.9534 0.4189
H 2.285 1.421 -0.481 0.3959 -0.0266 0.1504
H -3.033 1.335 0.118 0.6122 0.7100 -0.2496
H -2.877 -0.913 -0.013 -2.1049 -1.5376 0.0601
H -0.886 -2.214 0.259 0.6282 1.7409 0.1175
```
Forces are in eV/Å.

## Properties
* energy above the lowest of the compared OMol25 structures with the same formula, charge and spin: 248.5 kcal per mole
* HOMO energy (alpha / beta): -9.0 / -9.1 eV
* E_LUMO (alpha / beta): -2.28 / -2.28 eV
* calculated total energy: -492.8278 hartree

Results of the natural (NBO) charge analysis, in e, for atoms 1 through 6: number 1, O, carries -0.646; number 2, N, carries -0.735; number 3, N, carries -0.496; number 4, C, carries -0.348; number 5, C, carries -0.344; number 6, C, carries -0.042

***

ORCA calculation (wB97M-V/def2-TZVPD) on a structure of composition C23H43Cl2ErF5N3O5SiTe.

Geometry as XYZ:
```
84
Properties=species:S:1:pos:R:3:forces:R:3
Er 1.676 1.023 1.939 1.4197 0.5868 0.6810
Te -2.257 0.784 2.541 0.9047 -0.4321 -0.7402
Cl 0.928 -0.386 0.231 -1.1930 0.9379 -2.2170
Cl 2.375 3.371 1.293 -0.0418 0.0174 -0.1267
Si -0.976 2.381 -2.547 1.3818 1.6412 1.2805
F -2.098 -1.039 2.004 -0.1695 0.9278 0.3654
F -1.933 0.188 4.327 -0.2566 0.5824 -1.0182
F -2.820 1.127 0.747 0.2106 -0.2564 1.6498
F -2.670 2.565 3.110 0.2257 -1.3520 -0.3715
F -4.046 0.330 2.879 0.6790 0.4815 -0.0494
O 1.784 -1.184 2.631 -1.1223 -0.2036 -0.2268
O -0.478 1.154 2.241 -2.2730 0.0155 0.5737
O 1.479 1.909 4.079 -0.8536 0.9607 -0.2513
O -0.885 0.796 -2.428 -0.2626 -3.5017 0.0386
O 3.777 0.159 0.327 -0.6209 -0.7074 -0.5706
N 3.269 -0.838 -1.707 0.6930 0.0666 0.1899
N 0.478 -2.814 3.389 0.4182 0.3489 -0.1739
N 0.336 3.525 5.182 0.3867 0.2251 0.0786
C -0.612 -1.865 -4.387 -0.8580 0.1460 0.2807
C -0.660 -4.016 -0.176 -0.0953 0.1349 -0.0384
C 3.271 0.371 -2.517 0.0205 -0.0608 -0.0080
C -2.017 3.027 -3.935 -0.3349 0.2986 -0.4191
C 0.398 -3.294 -0.723 -0.0096 0.4998 -0.5497
C -0.490 -2.388 -5.797 0.2483 -0.1403 -0.4501
C -1.531 -0.964 -3.972 0.6999 -0.1806 0.2696
C -2.484 -0.278 -4.905 -0.1457 -0.5548 -0.4092
C 0.707 -1.857 2.513 0.3957 0.1115 0.8835
C 1.173 3.252 6.342 -0.1287 0.2208 0.3784
C -1.184 -1.600 -1.573 0.2099 -0.8053 0.5973
C -1.614 -0.477 -2.517 0.7606 0.5661 -0.0743
C 3.363 -2.081 -2.445 -0.2927 -0.1947 -0.0911
C -0.524 4.710 5.180 0.0694 0.0983 -0.2341
C -1.958 -3.495 -0.235 -0.0908 -0.2315 0.1679
C 1.624 -3.109 4.221 0.0863 -0.4561 0.4822
C 0.651 2.872 4.080 0.5327 -0.6649 -0.2119
C -0.770 -3.546 3.515 -0.1290 -0.2498 -0.2641
C 3.443 -0.825 -0.369 0.3344 0.9425 0.4069
C -2.209 -2.298 -0.903 0.4061 0.5402 -0.5202
C 0.811 2.990 -2.565 0.1404 -0.0262 -0.6724
C 0.130 -2.103 -1.418 -0.2225 0.0272 -1.0402
C -1.369 3.187 -0.907 -1.0006 0.0419 0.0631
H -1.467 -2.647 -6.237 0.3231 0.0871 0.1626
H -3.080 2.767 -3.809 0.2853 -0.0193 -0.1457
H 1.982 3.996 6.409 -0.1666 -0.2108 -0.0380
H -1.671 4.230 -1.071 0.0834 -0.0677 0.1514
H 3.204 -1.788 0.103 0.4492 -0.0688 -0.1244
H 1.263 -3.533 5.154 0.2287 -0.0701 0.1173
H 0.003 -1.685 -6.492 -0.2366 -0.0505 0.2931
H 0.960 -1.523 -1.871 -0.8982 -0.7190 0.3153
H 0.029 -2.381 -3.662 -0.3654 0.4477 -0.2843
H -0.063 -1.707 1.741 0.4331 0.1619 0.4658
H -2.187 -0.529 -5.919 0.0261 0.4539 -0.2576
H -3.508 -0.680 -4.834 0.1936 0.1557 0.3679
H -1.346 4.570 4.468 0.2002 -0.0032 0.2401
H 2.457 -2.256 -3.049 0.2972 0.0503 0.1579
H 4.014 0.253 -3.318 -0.0171 0.2202 0.2453
H -2.148 2.679 -0.353 -0.3115 0.2308 -0.0752
H 1.141 3.165 -1.531 -0.1222 0.0283 -0.3834
H 1.447 -3.628 -0.618 -0.7411 0.0776 -0.1082
H -0.493 3.167 -0.260 0.0817 0.0479 -0.1140
H -3.215 -1.869 -0.958 0.2408 -0.3665 0.1456
H 2.185 -2.181 4.369 -0.1804 -0.4951 0.2880
H 1.540 2.307 -3.004 -0.1584 0.2065 -0.2502
H 0.137 -3.294 -5.822 -0.3225 0.2667 0.0913
H -0.844 -4.340 2.761 0.0211 0.1089 0.1990
H -1.666 2.706 -4.929 -0.1733 0.0192 0.3127
H 3.475 -2.906 -1.733 0.0525 0.0941 -0.2976
H 0.035 5.617 4.898 -0.0798 -0.3115 0.1100
H 0.834 3.937 -3.122 0.2586 -0.0518 0.1736
H 2.269 -3.821 3.688 -0.0274 0.0594 0.3218
H -0.777 -3.995 4.510 -0.1537 0.0640 -0.1662
H 1.595 2.258 6.194 -0.0210 0.2118 0.3459
H 0.570 3.312 7.254 0.1181 -0.1301 -0.1733
H -2.649 -0.256 -2.242 -0.0831 -0.0437 -0.2510
H 2.291 0.503 -2.998 0.2196 -0.1260 0.2797
H -1.630 -2.878 3.401 0.2838 -0.1214 0.0440
H -2.522 0.805 -4.755 0.0374 -0.3905 -0.1058
H 3.499 1.230 -1.881 -0.0567 -0.1360 -0.1866
H -0.924 4.858 6.190 0.0088 -0.1474 -0.2968
H 4.222 -2.042 -3.137 -0.1837 -0.1196 0.3493
H -2.791 -4.032 0.238 0.4168 0.2267 -0.2307
H -1.971 4.123 -3.932 0.0435 -0.1027 0.0818
H -0.462 -4.989 0.269 -0.1366 0.2042 0.0963
H 0.172 3.209 3.146 0.0101 -0.0725 0.4744
```
Forces are in eV/Å.

## Properties
* HOMO energy (alpha / beta): -8.2 / -8.2 eV
* E_LUMO (alpha / beta): -1.14 / -1.12 eV
* 2S+1: 4
* calculated total energy: -4435.1927 hartree

Results of the Löwdin charge analysis, in e, for atoms 1 through 6: number 1, Er, carries 0.917; number 2, Te, carries 1.875; number 3, Cl, carries 0.502; number 4, Cl, carries -0.109; number 5, Si, carries 0.357; number 6, F, carries -0.368

***

ORCA calculation (wB97M-V/def2-TZVPD) on a cluster of 2 separate species, C2H3FNO2 in total.

Geometry as XYZ:
```
9
Properties=species:S:1:pos:R:3:forces:R:3
F 0.044 1.910 -0.388 -0.6362 -0.3044 0.4275
O 2.607 -0.371 -0.848 0.2753 0.3197 0.6103
O 1.494 -1.001 1.100 0.9393 0.6584 -0.4283
N -0.181 0.446 -0.735 2.0047 -0.7655 -1.4022
C -1.293 -0.004 -0.006 1.0340 -0.2232 0.3468
C 1.962 -0.547 0.113 -1.7259 -0.8998 -0.2654
H -1.158 0.025 1.042 0.4148 0.2797 2.1783
H -1.367 -1.118 -0.114 -0.4549 0.9511 -0.8986
H -2.109 0.659 -0.164 -1.8510 -0.0160 -0.5683
```
Forces are in eV/Å.

## Properties
* energy above the lowest of the compared OMol25 structures with the same formula, charge and spin: 84.2 kcal per mole
* HOMO energy: -1.8 eV
* E_LUMO: 4.01 eV
* calculated total energy: -383.0547 hartree
* net charge: -1

Results of the natural (NBO) charge analysis, in e, for atoms 1 through 6: number 1, F, carries -0.435; number 2, O, carries -0.571; number 3, O, carries -0.599; number 4, N, carries -0.432; number 5, C, carries -0.472; number 6, C, carries 1.053

***

ORCA calculation (wB97M-V/def2-TZVPD) on an isolated molecule of C8H9O2P.

Geometry as XYZ:
```
20
Properties=species:S:1:pos:R:3:forces:R:3
P 2.400 -0.438 -1.090 -1.0619 -1.0466 0.5973
O 1.460 1.893 0.193 1.0927 2.9636 -2.0591
O 3.066 -1.635 -0.107 -0.5996 -0.3396 -0.7378
C -1.386 -0.335 1.292 0.7355 0.9317 -1.2640
C -2.752 -0.403 -0.637 -2.4649 -1.4644 1.3847
C -0.734 0.687 -0.827 1.3596 0.5317 0.8020
C -2.594 -0.737 0.716 2.8807 1.7865 -1.3229
C 0.850 0.967 0.947 -1.9199 -1.7918 2.2986
C -1.860 0.278 -1.381 -2.3335 -0.9039 -4.7292
C 2.141 0.692 0.299 0.3623 -1.3137 1.7875
C -0.489 0.419 0.463 0.5317 -0.7501 3.3346
H 2.564 -2.457 -0.279 0.5000 0.5904 0.1964
H 0.075 1.198 -1.217 0.8633 1.1427 -1.8981
H -3.337 -1.262 1.195 -1.3913 -1.1104 1.1977
H -3.688 -0.753 -1.058 0.0780 0.1034 -0.3686
H 0.964 1.244 2.005 -0.5262 -0.5801 -0.0624
H -1.056 -0.544 2.295 -0.2887 -0.1401 0.3250
H 3.516 0.268 -1.353 1.6996 0.4606 -0.7485
H -2.089 0.301 -2.517 0.5699 0.4874 2.0155
H 2.947 0.617 1.062 -0.0874 0.4427 -0.7486
```
Forces are in eV/Å.

## Properties
* energy above the lowest of the compared OMol25 structures with the same formula, charge and spin: 20.1 kcal per mole
* HOMO energy: -9.0 eV
* E_LUMO: 0.62 eV
* structure (SMILES): OP[C@H]1O[C@H]1c1ccccc1
* calculated total energy: -801.9927 hartree

Results of the natural (NBO) charge analysis, in e, for atoms 1 through 6: number 1, P, carries 0.861; number 2, O, carries -0.470; number 3, O, carries -0.965; number 4, C, carries -0.200; number 5, C, carries -0.206; number 6, C, carries -0.227

***

ORCA calculation (wB97M-V/def2-TZVPD) on a cluster of 2 separate species, C3H10N2OS in total.

Geometry as XYZ:
```
17
Properties=species:S:1:pos:R:3:forces:R:3
S -0.243 0.647 -0.480 -0.6390 1.4976 1.5414
O -0.623 -0.490 -1.327 -0.2781 -0.7385 0.0316
N 2.283 0.150 -0.398 0.5587 1.0222 0.6890
N -0.052 0.236 1.184 1.0478 1.3756 -0.9186
C -1.823 1.608 -0.276 1.0440 1.6115 2.4072
C 2.322 -0.704 -1.451 2.7659 1.3095 -2.1118
C -0.791 -0.872 1.687 -0.0589 -0.8856 0.5466
H -1.759 -0.506 2.109 0.6171 -0.8223 -0.2401
H -0.893 -1.602 0.860 -0.5532 0.0086 0.6385
H -0.118 -1.330 2.461 -1.1458 0.2106 -0.4195
H -1.591 2.691 0.120 -0.1420 -1.9331 -1.3520
H -2.383 1.547 -1.171 -0.2597 0.2758 -1.0937
H 2.577 -0.244 -2.507 -0.5817 -0.2986 1.6584
H -2.462 1.253 0.535 0.2066 -0.6371 -0.0476
H 0.936 0.181 1.464 -0.6224 0.2517 -0.9124
H 1.435 -1.218 -1.518 -2.1403 -1.6740 -0.5098
H 3.186 -1.349 -1.292 0.1810 -0.5738 0.0927
```
Forces are in eV/Å.

## Properties
* energy above the lowest of the compared OMol25 structures with the same formula, charge and spin: 149.9 kcal per mole
* HOMO energy (alpha / beta): -8.8 / -8.6 eV
* E_LUMO (alpha / beta): -0.49 / -0.50 eV
* calculated total energy: -703.0340 hartree

Results of the natural (NBO) charge analysis, in e, for atoms 1 through 6: number 1, S, carries 1.428; number 2, O, carries -0.990; number 3, N, carries -0.170; number 4, N, carries -0.836; number 5, C, carries -0.826; number 6, C, carries -0.592

***

ORCA calculation (wB97M-V/def2-TZVPD) on an isolated molecule of C4H12N2OS.

Geometry as XYZ:
```
20
Properties=species:S:1:pos:R:3:forces:R:3
S 0.766 1.091 0.786 0.4712 -1.8699 1.9714
O -0.370 -1.362 0.590 -0.0353 0.5079 -1.5815
N 0.058 1.089 -1.271 -0.3849 -1.9797 -2.9918
N 1.297 2.533 0.980 1.4644 2.3371 0.2267
C -0.992 0.029 -1.508 2.2729 1.8877 1.9820
C -1.455 -1.130 1.464 1.8549 -0.5230 1.4571
C 2.301 0.220 0.283 -0.3347 2.2479 0.2184
C -0.582 -1.271 -0.842 1.7010 -0.0573 -0.1015
H -2.362 -1.405 1.062 -2.1854 -0.3962 -1.0967
H -0.140 2.075 -1.336 -1.0297 0.2315 -0.3219
H -1.512 -0.221 2.054 0.2394 1.1067 -1.0245
H 1.911 -0.717 -0.030 0.3169 -1.1449 0.3115
H -1.931 0.373 -1.176 -1.4767 0.2491 0.3899
H 2.755 0.720 -0.619 -0.4623 -0.2476 1.1215
H -1.075 -0.304 -2.515 0.0739 0.3899 -1.3087
H 0.628 3.274 1.151 -0.4543 -0.3346 -0.0981
H 2.890 0.329 1.223 0.0383 -0.7641 -1.0826
H 0.394 -1.612 -1.351 -1.2653 0.5197 1.1105
H -1.329 -1.925 -1.237 -0.7368 -1.2034 0.4701
H -1.253 -1.783 2.293 -0.0675 -0.9568 0.3483
```
Forces are in eV/Å.

## Properties
* energy above the lowest of the compared OMol25 structures with the same formula, charge and spin: 45.1 kcal per mole
* HOMO energy (alpha / beta): -5.7 / -8.8 eV
* E_LUMO (alpha / beta): 0.72 / -1.10 eV
* 2S+1: 3
* calculated total energy: -742.3022 hartree

Results of the natural (NBO) charge analysis, in e, for atoms 1 through 6: number 1, S, carries 0.776; number 2, O, carries -0.550; number 3, N, carries -0.621; number 4, N, carries -0.923; number 5, C, carries -0.300; number 6, C, carries -0.263

***

no.,F_max (eV/A)
1,10.7
2,3.5
3,2.6
4,5.4
5,3.7
6,3.6